No. 1
The following is a DFT calculation (ωB97M-V/def2-TZVPD) of 2 unconnected molecules or ions with the total composition C4H15N2O.

```
22
Properties=species:S:1:pos:R:3:forces:R:3
N -0.76774 -1.43600 1.66272 1.338 -0.905 0.390
C 0.50549 -1.14090 0.90683 -0.943 0.495 -0.210
C 0.57911 0.34587 0.54748 0.725 -0.917 -0.198
N -0.66752 0.81687 -0.03174 0.265 0.575 0.189
C -0.64084 0.83334 -1.48303 -0.313 -0.163 -0.213
C -1.04824 2.12354 0.50292 0.359 -0.158 0.146
H -0.61270 -1.36075 2.70574 -0.175 0.283 -0.060
H -1.01196 -2.45329 1.51571 -0.344 0.174 -0.045
H -1.50203 -0.81666 1.33830 -0.624 0.306 -0.214
H 0.42589 -1.69686 -0.01869 0.229 -0.273 -0.027
H 1.32876 -1.47710 1.52373 0.220 -0.057 -0.070
H 1.43015 0.40623 -0.15383 -0.242 0.221 0.001
H 0.87720 0.91440 1.41543 -0.226 0.314 0.330
H 0.28345 1.22424 -1.91877 0.178 0.260 0.162
H -1.46950 1.43181 -1.84900 -0.098 0.109 -0.028
H -0.78019 -0.15623 -1.89961 0.032 -0.407 0.043
H -0.35674 2.92672 0.20008 -0.070 -0.041 -0.016
H -1.05499 2.08007 1.59608 -0.071 0.003 -0.125
H -2.04458 2.36152 0.15836 -0.252 0.165 -0.053
H 2.62871 -2.23736 -1.92644 -0.302 0.455 -0.309
H 2.02541 -1.05435 -2.77006 0.291 -0.129 -0.118
O 1.87284 -1.63511 -2.02219 0.024 -0.310 0.423
```
Positions in Å, forces in eV/Å.

Computed properties:
Kohn-Sham gap (alpha / beta) = 3.6 / 9.6 eV
E = -346.0113 a.u.
HOMO (alpha / beta) = -3.186 / -9.167 eV
energy above the lowest of the compared OMol25 structures with the same formula, charge and spin = 167.83 kJ/mol
multiplicity = 2
expectation value of S² = 0.751
total charge = 0


No. 2
The following is a DFT calculation (ωB97M-V/def2-TZVPD) of C14H17N5O2S in the gas phase.

```
39
Properties=species:S:1:pos:R:3:forces:R:3
C -4.35674 0.87133 1.76651 0.130 0.028 0.231
C -3.00690 0.25714 1.47032 -0.450 0.205 -0.172
O -2.05247 0.33832 2.20569 0.241 0.020 0.269
N -2.97632 -0.39125 0.26396 -0.265 -0.097 -0.294
C -1.84437 -1.00805 -0.28586 0.429 -0.177 -0.145
C -0.96696 -1.73833 0.51020 -0.165 0.037 0.014
C 0.16901 -2.29078 -0.04791 0.046 0.026 -0.308
C 0.47415 -2.07171 -1.38883 -0.520 -0.294 0.265
C 1.80235 -2.49908 -1.89788 0.110 0.076 -0.188
O 2.23735 -3.61548 -1.81236 -0.032 -0.039 0.008
C 2.63132 -1.38804 -2.53935 0.328 0.218 0.185
S 2.24292 0.26812 -1.89298 0.197 0.169 -0.493
C 2.38518 -0.10342 -0.20714 -0.038 0.198 0.424
N 3.07270 -1.13538 0.24482 0.098 0.227 -1.095
N 2.92465 -1.12759 1.55671 0.282 -0.643 0.855
N 2.19718 -0.16490 1.93408 -0.502 0.626 0.950
N 1.81596 0.52396 0.85222 0.640 -1.027 -0.979
C 0.98920 1.69960 1.02285 -0.297 0.709 0.287
C 1.86843 2.84515 1.52252 -0.130 -0.193 0.034
C 0.24910 2.07435 -0.25079 0.035 -0.230 0.194
C -0.42826 -1.38018 -2.19240 0.059 -0.274 0.165
C -1.59414 -0.87839 -1.65131 -0.088 -0.027 0.125
H -4.33870 1.31015 2.75958 0.017 0.000 -0.007
H -5.13345 0.11122 1.72150 -0.088 -0.026 -0.026
H -4.58369 1.64834 1.03895 -0.049 0.052 -0.071
H -3.75152 -0.24291 -0.36636 0.055 -0.019 0.183
H -1.16716 -1.85564 1.56206 -0.019 -0.013 0.074
H 0.85614 -2.85806 0.56188 0.078 -0.013 0.065
H 3.68975 -1.59863 -2.38616 -0.144 -0.123 -0.074
H 2.42175 -1.33824 -3.60939 0.002 0.037 -0.025
H 0.26671 1.42391 1.80087 0.105 0.023 -0.194
H 1.25296 3.71260 1.74156 -0.062 0.124 0.021
H 2.60204 3.11728 0.76547 0.071 0.039 -0.070
H 2.38963 2.54716 2.42888 0.046 0.021 0.053
H 0.93872 2.42408 -1.01618 -0.015 0.116 -0.067
H -0.30683 1.22570 -0.64063 -0.052 -0.025 -0.069
H -0.45188 2.87320 -0.02410 -0.026 0.098 0.038
H -0.22081 -1.23687 -3.24221 0.033 0.072 -0.116
H -2.29699 -0.34869 -2.27877 -0.060 0.100 -0.049
```
Positions in Å, forces in eV/Å.

Computed properties:
Kohn-Sham gap = 9.1 eV
E = -1366.1252 a.u.
HOMO = -8.801 eV
energy above the lowest of the compared OMol25 structures with the same formula, charge and spin = 13.55 kJ/mol
SMILES string = CC(=O)Nc1ccc(C(=O)CSc2nnnn2C(C)C)cc1
total charge = 0


No. 3
The following is a DFT calculation (ωB97M-V/def2-TZVPD) of a molecular structure, C26H21F3NO8S5.

```
64
Properties=species:S:1:pos:R:3:forces:R:3
F -3.04647 -2.00657 -3.07935 -0.364 0.322 0.358
C -2.72977 -0.96143 -2.29529 1.445 -0.162 -1.241
F -2.87551 0.15683 -3.02118 -0.197 -0.510 0.539
F -3.53933 -0.93446 -1.22398 1.025 -0.012 -1.100
S -0.83877 -1.25755 -1.53882 -0.800 -2.467 0.745
N 0.91118 -1.21519 -1.94831 -1.849 0.230 -1.222
S 1.63837 0.25795 -2.49510 1.009 -0.295 1.329
C 0.43322 1.55853 -2.24446 -0.192 0.693 -0.159
C 0.66062 2.81556 -2.81662 0.137 -0.193 -0.288
C -0.27968 3.82798 -2.62552 0.154 -0.079 -0.130
C -1.44084 3.60577 -1.88567 -0.274 -0.452 -0.120
C -1.64047 2.37336 -1.28288 -0.020 0.721 -0.499
C -0.66760 1.41304 -1.44289 -0.296 -1.592 1.673
O 2.74251 0.48918 -1.58270 -0.743 -0.322 -1.265
O 1.84969 0.08553 -3.89952 0.090 0.348 -0.035
S 1.77764 -2.65347 -1.36573 -0.071 0.523 0.215
C 0.45034 -3.84204 -1.46016 0.092 -0.745 0.229
C -0.59657 -3.83443 -0.51346 0.515 -0.150 -0.108
C -1.73999 -4.58305 -0.77798 0.342 -0.010 0.385
C -1.79530 -5.42563 -1.88414 0.436 0.176 -0.145
C -0.68457 -5.52456 -2.72593 0.048 -0.256 -0.025
C 0.46134 -4.75532 -2.51204 -0.239 0.747 0.026
O 2.80285 -2.87863 -2.34677 -0.398 -0.220 0.582
O 2.08455 -2.47022 0.03459 -0.042 -0.287 -1.369
H 1.56294 2.97751 -3.39845 -0.150 0.140 -0.035
H -0.12951 4.79988 -3.08341 0.146 -0.094 0.029
H -2.22093 4.35445 -1.80743 0.197 0.201 -0.028
H -2.54551 2.12610 -0.73151 0.327 0.218 0.087
H -0.74664 0.42523 -0.87060 0.008 3.275 -1.098
H -0.51500 -3.25264 0.41228 -0.140 -0.008 -0.594
H -2.58012 -4.48194 -0.09792 0.087 -0.150 -0.065
H -2.68789 -6.02189 -2.07088 0.218 0.177 -0.043
H -0.70435 -6.20375 -3.57084 -0.019 -0.016 0.083
H 1.34523 -4.78186 -3.15639 -0.495 -0.059 0.049
C -0.60888 -1.08389 5.85590 -0.174 0.039 -0.195
C 0.34265 -1.59728 4.96917 -0.310 -0.050 -0.288
C 0.21103 -1.36632 3.59911 -0.335 -0.043 0.338
C -0.83616 -0.56434 3.15138 -0.157 -0.125 0.269
S -0.97391 -0.06473 1.45308 1.093 -0.153 0.098
C 0.53758 0.00897 0.70598 1.074 -0.013 1.384
S 1.79638 0.88260 1.54882 -1.240 -0.037 -0.603
C 1.83850 2.55651 0.90070 0.328 -0.247 0.039
C 2.91814 2.98438 0.12804 -0.342 -0.015 0.147
C 2.87781 4.26581 -0.40915 -0.005 0.011 0.085
C 1.77494 5.08740 -0.18102 0.038 0.106 -0.099
C 0.72868 4.65774 0.63041 0.030 -0.083 0.005
C 0.77827 3.40070 1.21665 -0.056 -0.030 -0.226
O 1.35311 1.08001 2.91150 0.320 0.222 0.439
O 3.07443 0.28421 1.27306 0.149 -0.009 0.139
O -1.78926 -1.11661 0.85367 -0.303 -0.074 0.218
O -1.52042 1.27192 1.46613 -0.715 0.195 0.444
C -1.83172 -0.10761 4.00453 0.335 -0.131 0.304
C -1.70875 -0.36766 5.36938 -0.036 -0.194 -0.191
H -0.51661 -1.27583 6.92305 0.008 0.072 -0.170
H 1.18379 -2.19360 5.32168 -0.230 0.162 0.028
H 0.90402 -1.81734 2.89083 0.032 0.373 0.090
H 0.91998 -0.84179 0.16287 -0.183 0.363 0.805
H 3.76439 2.32147 -0.03777 -0.294 0.061 -0.022
H 3.71234 4.59488 -1.02173 -0.141 0.117 0.042
H 1.71815 6.06988 -0.64682 0.070 -0.149 0.061
H -0.16185 5.26627 0.77824 0.284 0.064 0.034
H -0.01659 3.06058 1.87733 0.177 -0.032 -0.262
H -2.67765 0.44466 3.59267 0.324 -0.033 0.202
H -2.50805 -0.02326 6.02134 0.271 -0.060 0.126
```
Positions in Å, forces in eV/Å.

Computed properties:
Kohn-Sham gap = 5.9 eV
E = -3950.3869 a.u.
HOMO = -4.889 eV
energy above the lowest of the compared OMol25 structures with the same formula, charge and spin = 383.31 kJ/mol
total charge = -1


No. 4
The following is a DFT calculation (ωB97M-V/def2-TZVPD) of a molecular structure, C33H42BrIN3O5Ti.

```
86
Properties=species:S:1:pos:R:3:forces:R:3
Ti -0.01420 -0.23173 0.08710 -0.418 0.197 -0.112
O -0.84318 -1.54103 -1.28829 -0.001 -0.082 -0.007
C -1.55821 -2.64094 -0.79244 -0.055 -0.035 -0.062
C -1.88356 -2.44183 0.69420 -0.001 0.011 0.039
N -2.08736 -1.01299 0.94641 0.004 -0.081 -0.020
C -1.95266 -0.62251 2.34989 -0.031 0.045 -0.005
C -1.44344 0.83097 2.45786 -0.084 -0.164 -0.008
O -1.69902 1.46740 3.46551 0.027 0.056 0.022
O -0.75861 1.22432 1.43770 0.065 -0.090 -0.018
C -3.37418 -0.49688 0.45246 -0.074 -0.045 -0.004
C -3.62781 -0.05902 -1.00023 0.095 0.204 0.041
O -4.73362 0.39998 -1.21461 -0.099 -0.086 -0.023
O -2.69853 -0.10655 -1.90885 -0.069 -0.020 0.021
H -1.84406 -0.71374 -1.65309 0.046 -0.009 -0.069
H -0.99040 -3.57326 -0.90898 0.019 0.050 0.001
H -2.48993 -2.76646 -1.36726 0.038 0.020 0.043
H -1.02562 -2.75669 1.29713 -0.055 0.014 -0.035
H -2.75641 -3.04488 0.99377 0.024 0.010 -0.003
H -1.20813 -1.26017 2.81634 0.047 -0.019 0.024
H -2.88449 -0.73392 2.91810 0.023 0.038 -0.034
H -3.59651 0.41564 1.00880 0.006 -0.028 -0.016
H -4.17797 -1.20726 0.69249 0.030 0.026 0.018
C 0.05034 -2.70455 4.39907 0.035 0.010 -0.033
C 1.21311 -2.14511 3.56864 -0.098 0.023 -0.020
C 2.35381 -1.74826 4.51250 -0.007 0.001 0.001
C 1.69684 -3.12256 2.51283 0.002 -0.037 0.043
C 1.94395 -4.43861 2.89628 0.052 0.015 -0.067
C 2.45296 -5.36105 2.00241 -0.012 0.025 0.031
C 2.74883 -4.95513 0.71233 -0.025 -0.066 -0.025
C 2.52269 -3.65354 0.28069 -0.060 0.033 -0.081
C 2.95138 -3.30644 -1.13861 0.024 -0.013 0.007
C 3.83869 -2.06213 -1.24321 -0.015 -0.002 -0.046
C 1.78301 -3.21513 -2.11912 -0.049 0.003 0.034
C 1.95360 -2.73651 1.18445 0.082 0.026 0.226
N 1.68122 -1.41953 0.73683 -0.052 -0.255 -0.058
C 2.42622 -0.43963 1.17911 0.252 -0.128 0.423
C 2.40072 0.83029 0.58414 0.126 0.191 -0.091
C 3.14718 1.99595 0.83195 0.044 -0.108 0.074
C 2.81918 2.87914 -0.18396 -0.047 0.039 -0.075
C 1.87165 2.23086 -1.00646 0.038 0.034 -0.019
N 1.61645 1.00464 -0.54342 -0.051 0.052 -0.049
C 1.25959 2.73425 -2.29106 0.013 0.065 -0.001
C 0.83956 4.19940 -2.13301 -0.010 -0.018 -0.026
C 2.31425 2.62884 -3.40371 -0.011 -0.007 0.019
C 0.04467 1.89299 -2.67847 -0.043 -0.006 -0.005
H -0.40749 -1.91112 4.99206 -0.001 0.022 0.001
H 0.39832 -3.47032 5.09329 0.016 -0.046 0.024
H -0.72200 -3.15454 3.77281 0.014 0.013 -0.005
H 0.86733 -1.24160 3.06076 0.014 -0.027 0.027
H 2.71019 -2.62554 5.05671 0.016 -0.023 0.019
H 2.00962 -1.01154 5.24052 -0.010 0.011 0.002
H 3.20532 -1.32707 3.97789 -0.020 -0.001 0.004
H 1.75122 -4.73446 3.91895 -0.031 -0.035 0.043
H 2.64124 -6.38105 2.31233 -0.002 -0.015 0.006
H 3.17739 -5.66591 0.01447 0.020 0.009 -0.007
H 3.56418 -4.15836 -1.45411 0.008 0.015 0.023
H 3.25009 -1.14833 -1.20402 -0.001 0.044 0.010
H 4.36799 -2.07109 -2.19845 0.017 -0.026 -0.021
H 4.58333 -2.02935 -0.44501 0.005 0.005 0.009
H 1.12213 -2.37971 -1.89002 0.046 0.006 0.007
H 1.17944 -4.12514 -2.09930 0.029 -0.051 -0.015
H 2.16450 -3.08314 -3.13490 -0.015 0.007 -0.006
H 3.10403 -0.62062 2.01821 0.095 0.122 -0.158
H 3.83819 2.15265 1.64575 0.013 0.003 0.020
H 3.21114 3.87403 -0.32584 0.006 0.022 0.002
H 1.69599 4.83392 -1.89915 0.025 0.012 0.009
H 0.10557 4.31108 -1.33455 0.007 0.004 -0.004
H 0.39450 4.56480 -3.06204 -0.010 0.008 -0.015
H 3.19605 3.22478 -3.16140 0.013 0.012 0.005
H 1.90391 2.98633 -4.35164 -0.009 0.009 -0.024
H 2.63034 1.59202 -3.53214 0.003 -0.018 -0.002
H -0.74021 1.95234 -1.92010 0.043 -0.014 -0.040
H 0.31154 0.84391 -2.82039 0.005 0.011 0.010
H -0.38147 2.26296 -3.61423 -0.008 0.009 -0.011
Br -2.21675 6.80253 -0.50741 -0.031 -0.010 -0.018
C -3.56152 5.74994 -1.33739 0.046 -0.017 0.024
C -4.41786 6.39411 -2.22051 0.008 0.005 0.001
C -5.41013 5.67555 -2.86441 0.005 -0.057 0.015
C -5.54092 4.31433 -2.62289 -0.008 0.056 -0.020
C -4.68581 3.67595 -1.74084 -0.001 -0.034 0.068
C -3.68387 4.38835 -1.08210 -0.010 0.059 -0.045
I -2.42505 3.33653 0.20543 -0.030 0.006 0.057
H -4.29726 7.45370 -2.39797 0.003 0.008 0.000
H -6.07476 6.18004 -3.55342 -0.010 0.004 -0.011
H -6.30920 3.73933 -3.12293 -0.007 -0.003 -0.006
H -4.79127 2.61305 -1.55625 0.022 0.008 -0.034
```
Positions in Å, forces in eV/Å.

Computed properties:
Kohn-Sham gap (alpha / beta) = 5.6 / 7.5 eV
E = -5544.5423 a.u.
HOMO (alpha / beta) = -3.147 / -5.053 eV
energy above the lowest of the compared OMol25 structures with the same formula, charge and spin = 51.24 kJ/mol
multiplicity = 3
expectation value of S² = 2.012
total charge = -1


Which value of total charge does entry 3 give?
-1


Among the records above, which one has the lowest E?
C33H42BrIN3O5Ti